# C17H19NO4

A structure of composition C17H19NO4 in a non-equilibrium geometry (the ωB97M-V functional and the def2-TZVPD basis, the OMol25 dataset).

LUMO (eV): 0.422
Orbital gap (eV): 9.0
ΔE to the lowest compared entry with this formula, charge and spin (kcal per mole): 373.6
HOMO level (eV): -8.60
Largest force on an atom (Eh/bohr): 0.3170

```
41
C17H19NO4 the ωB97M-V functional and the def2-TZVPD basis
C -5.51266 -1.71899 -1.23574
O -5.37638 -2.36054 -0.06826
C -5.05996 -1.42554 0.99728
C -3.66188 -1.26299 1.18029
N -3.16890 -0.47068 0.08724
C -3.43110 0.94677 0.40536
O -4.04117 1.44330 1.44326
C -2.81724 1.85003 -0.94532
O -1.80078 1.19887 -1.59306
C -0.48178 1.07372 -0.89237
C 0.47153 0.84663 -1.64775
C 1.70102 0.64823 -1.25272
C 2.07233 0.73935 0.05660
C 1.02260 1.47862 0.98790
C -0.28728 1.47502 0.30524
H -1.14084 1.81931 1.19454
H 1.23676 1.52074 2.02190
O 3.26379 0.87622 0.80951
C 4.33489 0.09450 0.31006
C 5.53738 0.41931 0.54274
C 6.51388 -0.54996 0.05252
C 6.11516 -1.75358 -0.03705
C 4.89835 -2.11893 -0.17518
C 3.83751 -1.27502 0.22720
H 2.86250 -1.46113 -0.20319
H 4.72564 -3.22854 -0.48933
H 7.02137 -2.74781 -0.41936
H 7.63232 -0.07775 0.15061
H 5.72428 1.35447 0.80222
H 2.65017 0.16662 -1.70310
H 0.34005 0.48113 -2.73935
H -2.52850 2.79772 -0.59660
H -3.55747 1.99363 -1.54816
H -2.74771 -0.76945 -0.60463
H -3.61613 -0.85829 2.20341
H -3.11273 -1.95926 1.17303
H -5.54723 -2.04752 1.73502
H -5.75608 -0.54043 1.21572
H -6.15235 -0.73994 -1.26242
H -6.17425 -2.28509 -1.90301
H -4.47998 -1.58039 -1.54480
```

---

# C17H19NO4S

The molecule C17H19NO4S in a non-equilibrium geometry (the ωB97M-V functional and the def2-TZVPD basis, the OMol25 dataset).

LUMO (eV): 0.313
Orbital gap (eV): 8.9
ΔE to the lowest compared entry with this formula, charge and spin (kcal per mole): 43.1
Structure (SMILES): [H]/N=C1/OC2=C(C(=O)CCC2)[C@H](c2sccc2C)[C@@H]1C(=O)OCC
HOMO level (eV): -8.59
Largest force on an atom (Eh/bohr): 0.1043

```
42
C17H19NO4S the ωB97M-V functional and the def2-TZVPD basis
O -0.21835 -1.70538 2.91908
O 2.51539 1.75986 -0.05037
N 0.93820 -0.56578 -3.19837
O 0.59289 -2.27830 -1.76281
O 1.64641 1.87588 -2.14276
S -1.90979 0.35114 -0.76469
C -0.34469 -2.31758 1.89913
C 1.92611 1.21485 -0.98085
C 0.98153 -0.99473 -1.95682
C -2.70230 1.74342 -0.09644
C -2.01741 2.28853 0.90058
C -0.81440 1.59716 1.24236
C 0.20180 -2.71563 -0.52192
C -0.59872 0.48970 0.40229
C 0.19509 -1.85814 0.61707
C 0.05535 2.17602 2.30164
C 0.39587 3.80936 -1.26261
C 1.61563 3.32193 -2.09194
C -0.91773 -3.70118 2.01561
C -0.27334 -4.15323 -0.44097
C 1.51819 -0.23472 -0.79393
C 0.62951 -0.39853 0.45576
C -1.36668 -4.29554 0.63965
H 1.25391 0.39125 -3.37055
H -3.58989 2.16576 -0.54447
H -2.40500 3.16320 1.39359
H 0.67011 2.97653 1.94499
H 0.72499 1.41805 2.69834
H -0.54910 2.58569 3.13918
H 0.47476 3.62381 -0.18376
H -0.51301 3.32253 -1.65314
H 0.19947 4.91108 -1.35645
H 2.54789 3.69368 -1.72184
H 1.46355 3.64410 -3.13679
H -0.15673 -4.37794 2.45096
H -1.76611 -3.67648 2.71738
H -0.64809 -4.51225 -1.40919
H 0.56343 -4.77624 -0.15153
H 2.43182 -0.73900 -0.55052
H 1.19252 -0.08720 1.28246
H -2.24919 -3.78693 0.32261
H -1.69392 -5.34875 0.80003
```

---

# C17H19NO5S

The molecule C17H19NO5S in a non-equilibrium geometry (the ωB97M-V functional and the def2-TZVPD basis, the OMol25 dataset).

LUMO (eV): 0.067
Orbital gap (eV): 8.7
ΔE to the lowest compared entry with this formula, charge and spin (kcal per mole): 2.2
Structure (SMILES): CCc1ccc(CC)c(S(=O)(=O)Nc2ccc(O)c(C(=O)O)c2)c1
HOMO level (eV): -8.59
Largest force on an atom (Eh/bohr): 0.0229

```
43
C17H19NO5S the ωB97M-V functional and the def2-TZVPD basis
C 0.37652 4.36873 0.06815
H 0.89226 4.60076 -0.86097
H 1.12219 4.18680 0.83795
H -0.22149 5.22900 0.35803
C -0.51388 3.13724 -0.10948
C 0.30957 1.94491 -0.49630
C 0.98525 1.21446 0.46995
C 1.75169 0.11589 0.12723
C 1.89563 -0.28858 -1.19244
C 1.23858 0.46974 -2.16019
C 0.45131 1.55333 -1.82256
H -0.05898 2.10520 -2.59883
H 1.34630 0.19209 -3.19876
C 2.69977 -1.48443 -1.61422
H 3.31160 -1.20594 -2.47569
C 1.79653 -2.65277 -2.01787
H 2.40035 -3.48309 -2.37523
H 1.20945 -3.00039 -1.17073
H 1.10950 -2.35695 -2.80812
H 3.36128 -1.79217 -0.80701
S 2.32383 -0.83565 1.54016
O 2.31806 0.00390 2.69668
O 3.49562 -1.61721 1.27905
N 1.05590 -1.95404 1.69008
C -0.23639 -1.41646 1.64544
C -1.12777 -1.73035 0.63853
C -2.39073 -1.13139 0.58742
C -2.76204 -0.19173 1.56859
C -1.85316 0.09904 2.59183
C -0.61807 -0.50169 2.63403
H 0.08683 -0.26863 3.41549
H -2.15282 0.80816 3.34692
O -3.94205 0.43538 1.56560
H -4.46579 0.12133 0.79510
C -3.32205 -1.45139 -0.49268
O -4.42933 -0.95395 -0.61577
O -2.87046 -2.34858 -1.37577
H -3.54794 -2.50544 -2.05242
H -0.86609 -2.44236 -0.12869
H 1.20862 -2.72751 1.05912
H 0.92712 1.48761 1.51109
H -1.26045 3.33719 -0.88004
H -1.03423 2.92991 0.82733
```

---

# C17H19NO6

The molecule C17H19NO6 in a non-equilibrium geometry (the ωB97M-V functional and the def2-TZVPD basis, the OMol25 dataset).

LUMO (eV): -0.165
Orbital gap (eV): 8.8
ΔE to the lowest compared entry with this formula, charge and spin (kcal per mole): 8.5
Structure (SMILES): CC(C)(C)OC(=O)NCCC(=O)Oc1ccc2ccc(=O)oc2c1
HOMO level (eV): -8.98
Largest force on an atom (Eh/bohr): 0.0215

```
43
C17H19NO6 the ωB97M-V functional and the def2-TZVPD basis
C -0.98287 2.08339 0.69899
H -1.90707 2.64733 0.78812
H -1.22189 1.02276 0.64807
H -0.37176 2.26535 1.57886
C -0.23768 2.52329 -0.56152
C -1.06310 2.21558 -1.81101
H -1.99747 2.76788 -1.78189
H -0.51060 2.50221 -2.70177
H -1.28481 1.15345 -1.87241
C 0.11050 4.00978 -0.49764
H -0.80180 4.59843 -0.46379
H 0.68351 4.29646 -1.37688
H 0.70031 4.21988 0.39053
O 0.97141 1.74018 -0.73385
C 1.96088 1.78647 0.17275
O 1.94660 2.35952 1.23393
N 3.03085 1.08295 -0.29942
H 2.86120 0.52633 -1.12407
C 4.05655 0.61162 0.60471
H 4.47272 1.47379 1.13018
H 4.83222 0.14061 0.00146
C 3.49834 -0.38422 1.64342
C 2.49023 -1.28152 0.96593
O 2.63708 -1.82595 -0.09284
O 1.36567 -1.36727 1.70500
C 0.21363 -1.89607 1.15604
C -0.26233 -1.44094 -0.05982
C -1.47500 -1.93095 -0.53711
C -2.19818 -2.88706 0.19486
C -1.68602 -3.32955 1.41923
C -0.49621 -2.83941 1.90152
H -0.09713 -3.16638 2.84808
H -2.24194 -4.06267 1.98350
C -3.43392 -3.34758 -0.36630
C -3.86682 -2.85268 -1.53986
C -3.11323 -1.84189 -2.26874
O -3.44905 -1.33596 -3.30741
O -1.92649 -1.43777 -1.70839
H -4.78895 -3.16706 -2.00115
H -3.99984 -4.09292 0.17412
H 0.27521 -0.70662 -0.63874
H 4.30920 -0.98465 2.05628
H 2.99808 0.15186 2.44900
```